# 1
53
Properties=species:S:1:pos:R:3:forces:R:3 method="wB97M-V/def2-TZVPD" gap_ev=7.698 molar_mass_g_mol=376.91 total_charge=+1 relative_energy_kcal_mol=0.0 homo_ev=-10.4 smiles=Cc1cc(OC[C@H](O)CN2CC[NH+](c3ccccn3)CC2)cc(C)c1Cl
H -1.881971 1.743339 -0.745012 -0.1 -0.1 0.1
H 3.314443 -0.999408 1.757152 -0.1 -0.1 0.1
H -2.699417 0.500371 1.131326 -0.2 0.0 -0.2
H 4.359359 3.100009 -2.271806 0.0 0.1 -0.1
N -4.540693 1.751369 1.186657 0.6 -0.4 0.0
H 2.386406 -3.877508 -0.328105 0.0 0.0 0.1
H -6.932434 1.861617 -1.812441 -0.1 0.0 -0.1
C -6.523752 2.571247 0.172536 0.1 -0.1 0.0
H -7.402518 3.190671 0.240898 -0.1 0.1 0.0
C -5.116333 1.041247 -1.022700 0.1 0.0 0.1
C -0.742219 -0.090534 -0.503449 -0.2 -0.1 -0.2
H -0.367867 0.215299 0.489643 0.0 0.0 0.0
H -4.037032 -1.464251 0.889649 0.0 0.2 0.0
C 2.457893 -2.905351 0.171063 -0.3 0.0 0.4
H -0.182138 -3.362486 -0.951711 0.1 0.0 0.0
H 5.956178 2.377479 -2.173149 0.1 0.1 0.0
C 4.896814 2.152946 -2.288031 0.0 0.0 0.0
C -4.304410 1.052787 0.094601 -0.6 0.5 0.2
C -1.967166 -1.913706 0.410712 -0.1 0.1 -0.2
C -5.629414 2.500121 1.232953 -0.3 0.1 -0.1
H -3.652688 -1.452916 -0.850610 0.0 0.1 0.1
N -1.011796 -1.508834 -0.600668 -0.2 0.1 0.1
C 4.102160 0.893642 1.209616 0.1 0.2 -0.1
N -3.064716 0.271645 0.193472 -0.1 0.2 0.2
H 3.880531 -0.371206 -2.428920 0.0 0.0 -0.2
C 1.047661 -2.419920 0.558904 0.2 0.2 -0.7
H -4.888429 0.455910 -1.898347 0.1 -0.1 -0.1
H 4.743348 1.671852 -3.249390 0.0 0.0 -0.1
C -6.260634 1.830925 -0.969142 0.1 0.0 0.2
C -2.035313 0.664468 -0.800835 0.9 0.3 -0.4
C 0.161223 -2.354555 -0.702379 0.4 0.0 0.3
H 0.574044 -4.143578 1.346129 0.0 0.0 0.0
C 3.938825 0.004615 -1.419802 -0.1 -0.2 0.2
H 0.010905 0.180687 -1.244647 0.0 0.1 0.0
O 0.480344 -3.211540 1.575197 -0.1 -0.2 0.2
C -3.287039 -1.195271 0.144249 0.0 -1.0 0.2
H 3.662971 2.309366 2.747748 0.0 0.0 0.1
C 4.206996 1.374294 2.622213 0.0 0.0 0.0
H -2.396480 0.397908 -1.794819 -0.1 0.0 0.1
C 4.502329 1.702725 0.152490 -0.1 -0.2 0.0
H 3.813909 0.637017 3.316696 0.0 0.0 0.1
C 4.436847 1.271539 -1.171927 0.0 0.0 0.1
C 3.607432 -0.374699 0.928036 -0.1 -0.3 -0.1
O 3.056234 -2.055261 -0.772799 0.2 0.2 -0.2
H 5.248724 1.569025 2.872602 0.0 0.1 0.1
H 1.133745 -1.416921 0.990693 0.0 -0.1 -0.1
H 3.073579 -3.020663 1.070700 -0.1 0.0 -0.1
H -2.128157 -2.989229 0.332509 -0.1 0.0 0.1
Cl 5.108706 3.291585 0.490668 0.1 0.1 0.0
H 0.767830 -1.984290 -1.530950 0.0 -0.1 0.0
H -1.621370 -1.700875 1.435351 0.0 -0.1 0.0
H -5.778153 3.052565 2.148771 -0.1 0.1 0.0
C 3.522715 -0.825286 -0.381608 0.1 0.3 -0.1



# 2
76
Properties=species:S:1:pos:R:3:forces:R:3 method="wB97M-V/def2-TZVPD" multiplicity=5 gap_ev="10.215 / 9.220" molar_mass_g_mol=861.78 total_charge=+2 homo_ev="-16.5 / -16.5" s_squared=6.007
H 15.889090 4.838370 12.871060 -0.1 -0.1 -0.2
H 14.818400 1.251000 20.906430 -0.2 0.0 -0.1
H 14.714340 3.637140 14.714580 -0.1 0.0 1.4
C 14.491080 8.714350 21.546240 0.8 0.4 0.5
C 15.140420 7.377570 21.260820 3.5 -3.8 0.9
F 9.866790 1.554700 21.045140 0.4 1.6 -1.4
C 15.715530 4.049310 14.840490 -0.5 1.4 -3.1
O 12.092270 4.751130 19.714130 0.2 -0.1 -1.0
H 16.475540 5.283040 21.981960 0.6 -0.4 0.3
H 14.859140 -1.289060 21.955920 0.3 0.3 -0.7
H 13.132620 8.982140 14.721840 0.2 0.0 0.2
F 17.295280 5.831070 17.530380 1.1 0.1 0.0
H 19.090600 5.110750 21.320200 0.0 0.1 -0.1
C 12.273810 -0.330720 18.301650 0.8 -0.1 -1.3
C 17.512270 2.217170 17.572300 1.4 -2.2 -0.7
C 10.673200 1.135080 21.994790 -1.0 -0.8 1.3
H 19.121110 6.896350 21.424540 -0.3 -0.1 -0.4
H 12.953750 9.450320 16.465620 0.2 -0.2 -0.1
F 12.036160 -0.770740 19.501250 0.2 -1.0 1.5
F 10.584540 -0.136750 21.966150 0.7 -3.5 -0.5
O 13.131070 0.645200 21.867400 -3.9 1.2 1.0
H 15.409990 -0.504420 23.382830 -0.4 0.3 0.2
H 7.447440 0.698060 18.108750 0.3 0.0 0.2
C 16.220460 3.951770 13.411640 -0.1 0.6 -0.6
C 17.141570 5.928900 21.409800 -0.5 0.1 -1.0
H 17.170150 5.554370 20.386560 -0.9 0.4 -0.3
F 13.591470 -0.047560 18.148070 -0.7 -0.6 0.1
O 14.544430 6.405530 20.819630 -1.2 -0.2 0.4
C 12.134580 1.566180 21.975710 5.0 3.6 -1.9
Ni 13.425080 4.608430 21.249340 -0.5 -1.1 -2.6
O 16.650570 3.356580 15.562670 0.6 -3.1 4.4
F 11.884670 -1.247790 17.402730 0.5 0.9 0.6
H 7.928460 0.312320 16.495250 0.2 0.3 -0.2
O 12.101560 2.026180 18.608080 -1.2 -0.5 -0.9
F 17.942340 3.123580 18.478560 -1.0 -0.8 -0.3
O 14.618340 7.299290 16.281280 -0.5 -1.7 1.0
C 16.281990 2.796340 16.744970 -1.8 1.1 0.5
C 15.322600 -0.366370 22.305140 -0.6 2.0 0.8
F 15.186750 9.345070 22.494810 -0.9 -0.1 -0.3
O 15.144880 2.828850 17.254820 2.4 -0.2 -1.4
C 14.529420 0.972760 21.919920 1.4 -1.7 -0.4
O 12.393610 2.818940 21.910460 -1.0 -2.9 0.7
H 14.782040 1.822200 22.554540 -0.4 -0.2 0.4
H 16.346880 -0.132420 22.014950 0.0 -0.7 -0.5
C 11.538380 0.991670 18.242140 -2.2 1.1 -1.7
F 17.297590 0.957540 18.162770 -0.7 2.9 -0.5
H 11.151840 4.515510 19.593270 0.7 0.2 0.8
C 7.874660 1.136290 17.206790 1.4 -0.2 0.9
F 18.536510 1.965350 16.750090 -0.5 0.6 0.1
H 15.363810 3.582910 19.821650 -0.8 0.1 -0.6
C 9.332590 1.753610 17.472030 -1.9 1.2 -0.8
F 14.669210 9.326870 20.383390 -0.6 0.9 -0.4
Ni 13.177360 3.865500 18.257640 1.3 0.1 1.8
H 15.785790 3.077910 12.926310 0.4 0.0 -0.1
F 17.116010 7.735180 16.400770 -0.2 -0.9 1.8
H 18.777770 5.930860 22.825560 0.0 0.1 0.1
H 15.785670 5.100410 15.120440 -0.6 -0.1 0.4
H 12.728110 6.718360 15.198280 1.2 -1.0 0.1
H 9.385670 2.483340 18.279970 -0.5 0.1 0.0
C 16.672700 7.004910 17.461990 -1.1 -0.4 -1.6
O 14.388280 3.548930 19.780310 0.1 0.4 1.6
F 13.189110 8.620930 21.862700 1.2 0.0 -0.3
C 12.753400 8.697450 15.703290 -0.5 -0.9 0.1
O 14.664610 5.641650 17.895050 1.1 1.9 -1.5
H 11.672000 8.608850 15.599270 -0.2 0.4 -0.1
O 10.292700 0.775700 17.752310 3.2 -1.4 1.5
C 13.132840 7.238530 16.066450 -0.2 2.7 -0.1
H 7.123850 1.861790 16.893690 0.5 0.3 -0.3
F 10.122640 1.473630 23.136800 0.1 1.5 1.3
H 17.310130 3.957780 13.385610 -0.1 -0.2 -0.1
C 18.610660 5.989940 21.750060 0.0 0.0 1.5
C 15.192800 6.569320 17.239210 -2.8 -0.5 -0.2
H 12.562420 6.970930 16.955900 0.7 -0.3 0.2
H 9.705980 2.213570 16.557090 -0.3 0.3 -0.1
F 16.798480 7.648940 18.602980 0.3 0.4 0.0
O 16.481430 7.238850 21.523230 -2.1 1.8 -0.4